Entry 1:
DFT (ωB97M-V/def2-TZVPD) results for the molecule C5H10N2O2P2 in a non-equilibrium geometry.

The geometry in XYZ format:
```
21
Properties=species:S:1:pos:R:3:forces:R:3
C 0.26628 -0.66922 2.60003 0.0 0.2 -0.1
C 0.19745 0.63320 1.81469 0.2 0.1 0.4
N -0.26980 0.40968 0.43906 0.5 0.1 0.5
C -1.61204 0.21424 0.33091 -0.7 -0.2 -0.6
O -2.38356 0.29840 1.25455 -0.2 0.0 0.3
N -2.14198 -0.14458 -0.93952 1.7 0.4 -0.2
P -1.18217 0.02216 -2.30889 0.5 0.5 -0.1
C 0.47549 0.42289 -1.93126 -2.2 -1.1 -0.2
P 1.74897 0.22094 -3.21046 -0.8 0.2 0.1
C 0.78702 0.38694 -0.53835 0.1 0.3 -0.4
O 1.93797 0.42628 -0.14721 0.0 -0.1 0.3
H 0.83894 -1.40902 2.04551 0.1 -0.1 0.0
H 0.75586 -0.49518 3.55530 0.0 0.0 0.1
H -0.73430 -1.05150 2.78154 -0.1 -0.1 0.0
H -0.47943 1.33632 2.30431 0.1 -0.1 -0.1
H 1.19047 1.07777 1.73334 -0.3 -0.1 0.0
H -3.14861 -0.22517 -0.98215 0.1 0.1 0.1
H -1.46542 -1.12656 -3.05698 0.2 -0.2 -0.1
H -1.83421 0.96460 -3.12179 0.0 0.0 0.0
H 2.58725 -0.58821 -2.45413 0.3 -0.5 0.1
H 2.46306 1.36140 -2.85010 0.3 0.4 -0.1
```
Forces are in eV/Å.

Calculated values
- relative energy (zero: lowest compared OMol25 entry of this formula, charge and spin) (kJ/mol) = 0.0
- 2S+1 = 1
- LUMO energy (eV) = 0.3
- SMILES = CCN1C(=O)N[PH2]=C(P)C1=O
- F_max (Eh/bohr) = 0.048
- Kohn-Sham gap (Ha) = 0.3278
- HOMO energy (eV) = -8.647

Entry 2:
DFT (ωB97M-V/def2-TZVPD) results for a structure of composition C23H28N3OPdSSb2.

The geometry in XYZ format:
```
59
Properties=species:S:1:pos:R:3:forces:R:3
Pd -0.30584 0.51273 0.16996 0.3 -0.1 -0.3
C 4.45462 -0.30710 -0.90859 -0.1 0.0 0.0
Sb 2.45087 0.11774 -0.15919 -0.1 -0.1 0.1
C 2.23059 -1.88938 0.58475 0.1 0.0 0.0
C 3.21782 1.11379 1.64414 0.0 0.1 0.0
C 3.40213 0.23116 2.82934 0.0 0.0 0.0
C 4.55233 -0.55360 2.92169 0.0 0.0 0.0
C 4.74901 -1.45271 3.95572 0.0 0.0 0.0
C 3.77983 -1.57718 4.94024 0.0 0.0 0.0
C 2.64736 -0.78311 4.87824 0.0 0.0 0.0
C 2.43379 0.13062 3.84543 0.0 0.0 0.0
C 1.19759 0.97207 3.87592 -0.1 0.0 0.0
Sb -0.45474 0.25752 2.65987 0.0 -0.1 0.0
C -1.96535 1.25544 3.77792 0.0 0.0 0.0
C -0.59862 -1.64994 3.61804 0.0 0.0 0.0
H 5.01792 -0.88136 -0.17338 0.0 0.0 0.0
H 4.98178 0.61977 -1.13184 0.0 0.0 0.0
H 4.36963 -0.89040 -1.82478 0.0 0.0 0.0
H 2.77512 -2.00881 1.52182 0.0 0.0 0.0
H 2.64767 -2.56513 -0.16318 0.0 0.0 0.0
H 1.17475 -2.11743 0.72453 0.0 0.0 0.0
H 2.52441 1.92986 1.84294 0.0 0.0 0.0
H 4.16876 1.54484 1.32348 0.0 0.0 0.0
H 5.30516 -0.45629 2.14693 0.0 0.0 0.0
H 5.64971 -2.05256 3.98993 0.0 0.0 0.0
H 3.90867 -2.27702 5.75629 0.0 0.0 0.0
H 1.89860 -0.86121 5.65892 0.0 0.0 0.0
H 1.37523 1.99817 3.55402 0.0 0.0 0.0
H 0.80147 1.00459 4.89267 0.0 0.0 0.0
H -1.86518 0.99473 4.83176 0.0 0.0 0.0
H -2.93681 0.93668 3.40742 0.0 0.0 0.0
H -1.83622 2.32696 3.63647 0.0 0.0 0.0
H -0.86188 -1.51624 4.66708 0.0 0.0 0.0
H 0.35853 -2.16545 3.54538 0.0 0.0 0.0
H -1.37089 -2.23383 3.12231 0.0 0.0 0.0
N -0.39454 -1.06450 -1.84247 -0.2 0.2 0.2
C -1.42322 -1.11602 -1.28818 0.1 -0.4 -0.2
C -2.73691 -1.35321 -0.84071 -0.2 0.1 0.0
C -3.08336 -1.31703 0.52119 0.1 0.1 0.1
N -3.37309 -1.28189 1.64271 0.0 0.0 0.0
C -3.74708 -1.50944 -1.81058 0.0 -0.1 0.0
N -4.57200 -1.63737 -2.61171 0.0 0.1 0.0
C 0.31300 4.92225 -0.24802 0.0 -0.1 -0.1
S 0.25813 3.23107 0.40943 0.1 0.5 0.1
O -0.41083 3.43324 1.73287 0.0 -0.1 0.0
C -0.94652 2.61615 -0.77457 -0.1 0.2 0.2
C -2.26614 2.44802 -0.35661 0.0 -0.1 0.0
C -3.21692 2.04040 -1.28387 0.0 0.0 0.0
C -2.85496 1.81514 -2.60426 0.0 0.0 0.0
C -1.53856 1.99808 -3.01178 0.0 0.0 0.0
C -0.57512 2.39939 -2.10110 0.0 -0.1 0.0
H -0.69817 5.32463 -0.21290 0.0 0.0 0.0
H 0.69176 4.90805 -1.26898 0.0 0.0 0.0
H 0.97797 5.49276 0.39706 0.0 0.0 0.0
H -2.51663 2.63264 0.68126 0.0 0.0 0.0
H -4.23515 1.86039 -0.96384 0.0 0.0 0.0
H -3.59470 1.45509 -3.30688 0.0 0.0 0.0
H -1.25363 1.78825 -4.03433 0.0 0.0 0.0
H 0.46314 2.49969 -2.39745 0.0 0.0 0.0
```
Forces are in eV/Å.

Calculated values
- net charge = -1
- 2S+1 = 1
- LUMO energy (eV) = 2.3
- F_max (Eh/bohr) = 0.010
- Kohn-Sham gap (Ha) = 0.2446
- HOMO energy (eV) = -4.341

Entry 3:
DFT (ωB97M-V/def2-TZVPD) results for a cluster of 26 separate species, H52O26 in total in a non-equilibrium geometry.

The geometry in XYZ format:
```
78
Properties=species:S:1:pos:R:3:forces:R:3
O 11.82509 13.55554 8.64464 3.2 -0.8 0.4
H 11.42724 13.64838 7.80746 -1.4 0.2 -1.4
H 11.22812 13.73973 9.33002 -1.7 0.6 1.0
O 9.87517 11.53927 13.12840 0.8 0.6 -0.8
H 10.33917 11.53186 12.23905 -0.7 -0.1 0.8
H 10.23403 12.32574 13.57803 -0.3 -0.6 -0.1
O 8.24170 7.33084 11.61264 -0.8 -0.3 0.2
H 8.96656 7.15310 10.99022 0.7 0.1 -0.8
H 8.16185 6.46621 12.02799 -0.2 0.0 0.4
O 13.95975 9.75556 8.71212 0.1 -1.2 -1.3
H 14.01712 9.12741 7.91750 0.2 1.7 1.3
H 14.28778 10.66691 8.53396 -0.1 -0.5 -0.4
O 10.18156 8.75005 12.94800 -0.4 2.2 0.7
H 9.91657 9.72102 13.10197 0.8 -1.9 -0.2
H 9.50377 8.35686 12.38643 -0.5 -0.1 0.0
O 9.38836 10.37492 7.12662 1.6 0.9 1.3
H 8.77498 9.66225 7.03728 -0.8 -0.9 -0.1
H 9.95603 10.13324 7.93797 -0.7 0.0 -1.6
O 15.29301 13.25963 4.43254 0.9 0.0 -0.9
H 15.87346 13.23327 5.23330 0.0 0.0 -0.7
H 15.81515 13.09699 3.59865 -0.5 0.3 1.7
O 15.16250 11.88428 11.55281 0.1 1.8 -0.3
H 14.69304 11.07246 11.64420 -0.6 -1.6 0.3
H 16.10288 11.73256 11.58792 0.2 -0.3 0.0
O 9.80825 13.41068 6.60949 0.1 -0.7 -0.3
H 10.21705 13.45070 5.72560 -0.3 -0.2 0.5
H 9.55393 12.46494 6.73616 0.3 0.5 -0.4
O 4.74426 8.76708 12.51569 -0.7 0.6 0.2
H 3.85889 9.11923 12.74306 0.8 -0.5 -0.5
H 4.75040 8.44056 11.58628 0.0 0.0 0.6
O 5.62199 7.47344 10.30122 -0.1 -0.4 0.4
H 6.53077 7.34186 10.67414 -0.5 0.7 -0.7
H 5.59952 7.99491 9.49410 0.7 -0.1 0.1
O 12.06873 7.01211 12.54511 1.2 -0.5 1.5
H 12.48997 6.66760 13.38189 -0.7 0.4 -1.5
H 11.48382 7.74066 12.85129 -0.2 0.1 -0.1
O 14.77253 8.10643 5.46671 1.0 2.0 -1.8
H 15.41142 7.88866 4.74517 -0.7 0.1 1.0
H 14.55825 9.08840 5.25638 0.2 -1.6 0.5
O 14.02225 11.01159 4.95746 -1.1 -0.3 0.5
H 14.39691 11.90692 4.71262 -0.8 -0.8 0.4
H 13.05136 11.01636 5.24922 1.8 0.3 -0.8
O 12.66387 7.54830 6.72013 -1.6 0.8 0.8
H 12.33353 6.86061 7.29467 0.1 -0.3 0.1
H 13.49597 7.31520 6.34258 1.1 -0.5 -0.6
O 14.55587 12.60095 8.83866 0.9 -0.4 -1.7
H 14.53922 12.45410 9.76625 0.2 -0.1 1.8
H 13.72259 12.99744 8.60404 -1.0 0.4 -0.1
O 11.21486 9.20359 8.87980 1.9 0.4 -0.2
H 11.11889 9.87718 9.60145 0.0 -0.5 -0.3
H 12.20114 9.29795 8.60012 -2.2 0.0 0.6
O 6.88297 10.92740 12.13047 1.1 -0.1 0.5
H 7.58132 10.55634 12.70190 -0.3 0.1 -0.4
H 6.08458 10.50762 12.43945 -0.7 -0.6 0.1
O 16.75277 13.37995 6.95968 0.7 0.2 -1.1
H 17.03585 14.28712 7.10856 -0.1 -0.1 0.2
H 16.19080 13.11727 7.67975 -0.8 -0.1 0.9
O 7.42162 13.40340 11.71927 0.2 2.7 0.0
H 7.48164 14.14752 12.35821 0.0 -0.6 -0.9
H 7.36905 12.62940 12.24937 -0.4 -1.7 0.6
O 8.49674 7.67837 6.25627 -2.0 -1.4 -0.6
H 7.74566 7.05264 5.94272 2.1 1.7 0.7
H 9.16068 7.69391 5.55693 -0.1 -0.2 0.0
O 10.66655 11.30221 10.40771 -0.3 -1.0 1.0
H 11.52761 11.68600 10.35888 1.1 0.5 -0.2
H 10.05831 11.94180 10.01568 -0.5 0.7 -0.3
O 11.34711 10.51862 4.90659 -0.8 -0.2 0.3
H 10.66494 10.07806 5.45544 0.4 0.5 0.1
H 11.32921 10.06461 4.06108 0.2 0.0 -0.1
O 13.32020 9.63972 11.39972 0.1 -0.7 1.1
H 13.28200 8.74730 11.79762 -0.4 0.5 0.5
H 13.63252 9.37945 10.54198 0.4 0.3 -1.5
O 9.15480 13.33705 9.65906 1.0 -0.1 -1.0
H 8.93793 13.16097 8.73103 -0.3 0.3 0.4
H 8.39414 13.21957 10.23156 -0.9 0.2 0.5
O 10.42564 6.91418 10.21828 -0.4 0.5 -1.7
H 11.08261 6.82798 10.88312 1.1 -0.4 1.4
H 10.81536 7.61863 9.63586 -0.6 -0.2 0.2
```
Forces are in eV/Å.

Calculated values
- relative energy (zero: lowest compared OMol25 entry of this formula, charge and spin) (kJ/mol) = 74.5
- 2S+1 = 1
- LUMO energy (eV) = 0.2
- F_max (Eh/bohr) = 0.065
- Kohn-Sham gap (Ha) = 0.3876
- HOMO energy (eV) = -10.367

Entry 4:
DFT (ωB97M-V/def2-TZVPD) results for a cluster of 7 separate species, C44H38BF10N2OS in total in a non-equilibrium geometry.

The geometry in XYZ format:
```
97
Properties=species:S:1:pos:R:3:forces:R:3
C -4.00465 1.44710 1.69052 -0.1 0.4 0.0
C -3.34968 1.18730 0.71157 1.2 -0.9 0.4
C -2.38516 0.50570 -0.13776 -0.5 -0.5 -0.8
C -2.64013 -0.61140 -0.90294 -1.0 -0.1 0.8
B -4.13146 -1.19773 -0.89207 -1.5 -0.6 -0.5
C -5.22563 -0.59086 -1.88600 0.5 0.4 0.1
O -4.53529 -2.19046 -0.03180 0.8 1.2 -0.1
N -1.46310 -1.01386 -1.55343 -0.5 2.2 0.8
S -1.31765 -2.39158 -2.56864 0.2 -1.1 0.1
C -0.54251 -0.12082 -1.18366 1.8 0.2 -0.8
N -1.02144 0.81317 -0.36413 -1.9 -0.2 0.4
C -0.34450 1.95528 0.22928 1.6 0.8 -0.7
F 0.04729 1.65957 1.48270 -0.3 0.0 -0.5
F -1.13266 3.04299 0.25463 -0.2 -1.0 0.1
C 0.90489 2.34383 -0.65535 -0.3 0.4 1.0
F 0.43807 2.77743 -1.85053 0.3 -0.6 0.2
F 1.48839 3.39804 -0.02976 -0.1 -0.7 -0.3
H -4.56299 1.74123 2.57739 0.3 -0.1 -0.7
H -4.74807 -0.50595 -2.88896 -0.6 -0.1 0.4
H -5.53721 0.43862 -1.60900 0.3 -0.4 -0.1
H -6.15355 -1.19751 -1.92407 0.6 0.2 -0.2
H -5.49762 -2.12805 0.05082 0.1 -0.5 -0.1
H -1.02436 -1.93773 -3.82889 -0.2 0.7 0.8
H 0.50222 -0.12503 -1.49413 -0.7 -0.2 -0.1
H 1.61207 1.49714 -0.72638 -0.1 0.5 -0.3
F 1.86862 -1.01260 -0.34732 0.2 0.0 -0.1
C 1.85701 -1.70902 0.82664 0.0 -0.4 0.7
C 0.74336 -2.45582 1.15758 -0.2 0.1 -0.3
C 0.73593 -3.16501 2.35109 0.1 0.1 0.1
C 1.83553 -3.10726 3.19751 0.0 0.0 0.0
C 2.94441 -2.34688 2.84948 -0.2 -0.1 0.0
C 2.95839 -1.64664 1.65217 0.3 0.3 -0.2
H -0.10810 -2.48177 0.48763 0.0 -0.1 0.0
H -0.12660 -3.76078 2.62073 0.0 0.0 0.0
H 1.82699 -3.65664 4.13051 0.0 0.0 0.0
H 3.79875 -2.29842 3.51070 0.0 0.0 -0.1
H 3.81779 -1.05522 1.36065 0.0 0.0 0.0
F 4.61881 0.01216 4.17599 0.0 -0.1 0.0
C 4.30328 1.32279 4.18437 -0.1 0.5 0.0
C 5.14791 2.21838 4.80998 0.2 -0.1 0.1
C 4.82228 3.56776 4.81191 -0.2 -0.1 -0.1
C 3.65343 4.00181 4.19851 0.0 0.1 0.0
C 2.81180 3.08819 3.57778 0.2 0.0 0.1
C 3.14012 1.73922 3.56494 -0.2 -0.2 -0.1
H 6.04995 1.86012 5.28936 0.0 0.0 0.0
H 5.47965 4.28083 5.29234 0.0 -0.1 0.0
H 3.39935 5.05439 4.20512 0.0 0.0 0.0
H 1.89873 3.42615 3.10348 0.0 0.0 0.0
H 2.50081 1.01185 3.07895 0.0 0.0 0.1
F 1.03915 -6.54753 5.81366 0.0 0.1 0.0
C 1.69741 -7.04530 4.75065 0.2 -0.2 -0.4
C 1.02405 -7.85626 3.85700 -0.3 0.0 0.0
C 1.70404 -8.36437 2.75822 0.2 0.1 0.1
C 3.04822 -8.06428 2.57269 0.0 0.0 -0.1
C 3.71236 -7.25153 3.48223 -0.2 -0.1 -0.1
C 3.03196 -6.73409 4.57572 0.1 0.2 0.2
H -0.02096 -8.08543 4.02300 0.0 0.0 0.0
H 1.18595 -8.99505 2.04706 0.0 0.0 0.1
H 3.57777 -8.46522 1.71740 0.0 0.0 0.0
H 4.76050 -7.02075 3.34019 0.0 0.0 0.0
H 3.53119 -6.09196 5.29059 0.0 0.0 0.0
F -1.11098 -1.01469 -5.44204 -0.1 0.1 0.0
C -0.18719 -1.05509 -6.44495 0.6 0.0 -0.6
C -0.59196 -1.38899 -7.72052 -0.4 -0.1 0.0
C 0.35014 -1.42338 -8.73904 0.2 0.1 0.1
C 1.68146 -1.13369 -8.46340 0.0 0.0 0.0
C 2.07066 -0.80457 -7.17141 -0.1 -0.2 -0.3
C 1.12839 -0.75970 -6.15507 -0.1 0.1 0.4
H -1.63256 -1.61858 -7.91248 0.0 0.0 0.0
H 0.04661 -1.67605 -9.74660 0.0 0.0 0.1
H 2.41588 -1.16460 -9.25832 0.0 0.0 0.0
H 3.10479 -0.58378 -6.95663 -0.1 0.0 0.0
H 1.41197 -0.49629 -5.14323 0.0 0.0 0.0
F -5.17563 3.17043 4.69553 0.1 -0.1 -0.1
C -6.47123 3.55677 4.66297 -0.6 0.2 0.0
C -6.79492 4.78628 4.12364 0.2 0.1 -0.1
C -8.12558 5.17953 4.08615 0.0 -0.2 0.1
C -9.11119 4.34422 4.59684 -0.1 0.0 0.0
C -8.76849 3.11303 5.14020 0.1 0.2 -0.1
C -7.43969 2.71247 5.16940 0.1 -0.3 0.1
H -6.01150 5.42667 3.73823 0.0 0.0 0.0
H -8.39367 6.13747 3.65956 0.0 0.0 0.0
H -10.14817 4.65457 4.57080 0.0 0.0 0.0
H -9.53618 2.46424 5.54192 0.0 0.0 0.0
H -7.15393 1.75279 5.58153 0.0 0.0 0.0
F 3.63657 1.03535 -5.54751 0.1 0.0 0.2
C 3.51819 2.38036 -5.57428 0.0 0.5 0.0
C 3.55096 3.03696 -6.78854 0.0 -0.2 -0.2
C 3.42374 4.41884 -6.81424 0.0 0.0 0.2
C 3.27615 5.12532 -5.62696 0.0 0.1 0.0
C 3.24995 4.45080 -4.41365 0.0 0.0 -0.2
C 3.36631 3.06778 -4.38602 0.0 -0.2 0.2
H 3.67479 2.46978 -7.70242 0.0 0.0 0.0
H 3.44039 4.94489 -7.75994 0.0 0.0 0.0
H 3.18151 6.20364 -5.64892 0.0 0.0 0.0
H 3.13923 5.00181 -3.48825 0.0 0.0 0.0
H 3.34007 2.52310 -3.45027 0.1 0.0 0.0
```
Forces are in eV/Å.

Calculated values
- net charge = +1
- 2S+1 = 1
- LUMO energy (eV) = -3.1
- F_max (Eh/bohr) = 0.048
- Kohn-Sham gap (Ha) = 0.2840
- HOMO energy (eV) = -10.783

Entry 5:
DFT (ωB97M-V/def2-TZVPD) results for a structure of composition C2H6HfIO3P2S in a non-equilibrium geometry.

The geometry in XYZ format:
```
16
Properties=species:S:1:pos:R:3:forces:R:3
O 2.30445 -1.74432 -0.54844 0.9 0.9 -0.2
P 1.38954 -0.67287 -0.15279 -1.9 -1.6 0.7
O 2.16549 0.09288 1.09011 -0.1 0.9 -2.1
O 1.37071 0.30825 -1.48106 0.7 0.6 1.5
C -0.27002 -1.17338 0.42392 0.0 0.2 -2.1
C -1.49992 -0.65198 -0.38290 -1.6 0.1 4.1
I -3.18077 -1.72293 -0.34563 0.6 -0.6 -1.0
P -2.02675 1.10808 0.08446 1.5 1.0 -1.4
S -0.90185 2.38690 -0.85973 0.3 -0.1 0.2
H 1.93174 1.03499 1.20530 -0.4 0.3 1.0
H 1.08413 1.25049 -1.31248 -1.5 0.1 -0.4
H -0.36892 -0.92930 1.48677 -0.2 0.2 0.0
H -0.16999 -2.25309 0.34034 -0.1 -0.4 0.0
H -3.37849 1.20895 -0.21899 -0.3 -0.2 0.0
H -1.91078 1.13194 1.48579 -0.2 -0.5 0.1
Hf 3.46144 0.62538 -0.81467 2.2 -1.0 -0.4
```
Forces are in eV/Å.

Calculated values
- net charge = +3
- 2S+1 = 1
- LUMO energy (eV) = -14.8
- F_max (Eh/bohr) = 0.085
- Kohn-Sham gap (Ha) = 0.1821
- HOMO energy (eV) = -19.738

Entry 6:
DFT (ωB97M-V/def2-TZVPD) results for a structure of composition C8H15NO2 in a non-equilibrium geometry.

The geometry in XYZ format:
```
26
Properties=species:S:1:pos:R:3:forces:R:3
C 1.77088 -0.67527 0.52742 -4.3 1.8 -1.6
C -0.24118 -0.49417 0.25654 4.1 -1.0 -0.2
C 2.60138 -0.88188 -0.49350 0.1 0.3 0.5
C 1.90901 -0.23805 1.92946 2.6 1.3 0.3
C -1.58394 -0.02099 -1.73762 2.0 1.5 -1.7
C -2.08571 1.12979 0.39569 -2.4 2.8 -1.0
C 0.04973 1.70764 -0.86628 1.2 1.7 1.1
C -0.97369 0.60483 -0.41306 1.9 1.5 -3.0
N -0.82988 -1.60838 0.49900 0.8 -0.4 1.1
O -2.02733 -1.89211 0.46106 -0.3 -0.3 0.0
O 0.00383 -2.63330 1.01520 0.5 -0.2 -0.5
H 2.31544 -1.13842 -1.55550 0.4 0.4 1.6
H 3.66112 -0.68480 -0.17586 -0.8 -0.6 -0.8
H 0.90628 -2.37640 0.66909 -1.2 -0.6 0.4
H 1.67838 -1.03384 2.56251 -0.9 -1.4 1.1
H 3.01999 -0.07440 2.23027 -1.6 0.3 -0.7
H 1.25635 0.61718 2.21353 0.7 -0.5 -0.4
H -2.12085 0.62357 -2.50525 0.2 -0.1 1.7
H -2.18856 -0.74272 -1.29432 -1.3 -1.7 -0.5
H -0.76131 -0.39433 -2.43233 -0.8 -0.2 1.3
H -2.71998 0.33224 0.70362 -0.5 -0.4 0.7
H -2.75151 1.83511 -0.22403 0.7 -1.4 0.0
H -1.93236 1.90718 1.12657 1.0 -0.5 1.1
H 0.87602 1.33618 -1.54848 -1.3 0.2 0.6
H -0.49085 2.57853 -1.37030 0.6 -1.3 0.5
H 0.65874 2.21682 0.02658 -1.4 -1.2 -1.6
```
Forces are in eV/Å.

Calculated values
- relative energy (zero: lowest compared OMol25 entry of this formula, charge and spin) (kJ/mol) = 797.3
- 2S+1 = 1
- LUMO energy (eV) = 0.6
- F_max (Eh/bohr) = 0.096
- Kohn-Sham gap (Ha) = 0.3401
- HOMO energy (eV) = -8.701

Question: Which value of Kohn-Sham gap does entry 4 give?
Answer: 0.2840 Ha

Question: Among the records above, which one has the highest F_max?
Answer: C8H15NO2

Question: Look up the Kohn-Sham gap of the fourth one.
Answer: 0.2840 Ha